No. 1
Density functional theory data (ωB97M-V/def2-TZVPD) for C22H21CeCl5N4Si as an isolated structure.

ORCA input file:
```
! RIJCOSX wB97M-V def2-TZVPD def2/J DEFGRID3
* xyz 2 1
Ce 0.41 0.22 0.02
Cl 3.64 1.64 -0.18
C 2.48 2.76 -0.75
C 1.16 2.35 -0.78
C 0.20 3.33 -1.02
Cl -1.44 2.63 -1.00
C 0.39 4.68 -1.29
Cl -0.76 5.80 -1.71
C 1.78 5.07 -1.17
Cl 2.18 6.69 -1.63
C 2.80 4.10 -0.94
Cl 4.43 4.65 -0.82
C -1.96 -1.86 -2.68
C -2.52 -1.52 -1.28
C -3.83 -1.90 -0.83
C -4.25 -1.62 0.44
C -3.38 -0.93 1.25
C -2.15 -0.53 0.80
N -1.71 -0.87 -0.42
N -1.17 0.31 1.45
Si -0.85 1.11 3.01
C -0.97 -0.05 4.46
C -2.00 2.53 3.16
C 0.98 1.58 3.08
H -1.19 -2.57 -2.64
H -1.47 -0.94 -3.02
H -2.72 -2.19 -3.42
H -4.42 -2.22 -1.74
H -5.23 -1.89 0.78
H -3.64 -0.58 2.22
H -0.13 0.05 5.14
H -1.17 -1.06 4.01
H -1.93 0.13 4.93
H -3.05 2.19 2.94
H -1.86 3.37 2.54
H -2.06 2.99 4.18
H 1.61 0.96 3.72
H 0.81 2.42 3.74
H 1.63 2.09 2.37
N 1.19 -3.94 -0.36
C 1.10 -3.00 0.54
N 1.58 -1.82 0.09
C 2.04 -2.09 -1.21
C 2.61 -1.27 -2.20
C 2.93 -1.83 -3.43
C 2.77 -3.21 -3.64
C 2.20 -4.08 -2.69
C 1.85 -3.44 -1.48
H 0.84 -4.88 -0.16
H 0.55 -3.11 1.52
H 3.04 -0.29 -2.10
H 3.37 -1.30 -4.24
H 3.12 -3.56 -4.61
H 2.19 -5.14 -2.92
*
```

The frontier orbital gap is 6.26 eV. The relative energy (zero: lowest compared OMol25 entry of this formula, charge and spin) is 0.0 kJ/mol. The electronic energy comes out at -4135.0399 a.u.



No. 2
Density functional theory data (ωB97M-V/def2-TZVPD) for a single C22H21ClN2O5 molecule.

ORCA input file:
```
! RIJCOSX wB97M-V def2-TZVPD def2/J DEFGRID3
* xyz 0 1
C 2.42 2.31 0.28
C 2.62 1.75 -1.12
H 1.67 1.72 -1.67
H 3.31 2.38 -1.69
O 3.24 0.48 -1.12
C 2.58 -0.61 -0.62
C 1.20 -0.68 -0.51
C 0.55 -1.85 -0.09
C 1.33 -2.96 0.26
C 2.70 -2.88 0.19
C 3.36 -1.73 -0.26
O 4.71 -1.86 -0.35
C 5.55 -0.82 -0.75
C 5.51 0.37 0.20
O 4.97 0.39 1.27
O 6.22 1.38 -0.33
C 6.35 2.57 0.44
H 7.39 2.89 0.36
H 5.69 3.34 0.03
H 6.09 2.38 1.48
H 5.32 -0.47 -1.77
H 6.55 -1.24 -0.74
Cl 3.66 -4.24 0.63
H 0.86 -3.87 0.59
C -0.88 -2.00 -0.10
C -1.90 -1.13 0.07
C -2.07 0.23 0.53
N -3.32 0.55 0.55
N -4.08 -0.49 0.11
C -3.30 -1.59 -0.18
O -3.66 -2.68 -0.57
C -5.47 -0.35 0.04
C -6.28 -1.39 -0.39
C -7.65 -1.21 -0.45
C -8.22 0.00 -0.09
C -7.41 1.04 0.34
C -6.04 0.87 0.40
H -5.39 1.67 0.74
H -7.84 1.99 0.63
H -9.29 0.14 -0.14
H -8.28 -2.02 -0.79
H -5.84 -2.33 -0.68
C -1.05 1.18 1.04
H -1.52 1.87 1.73
H -0.25 0.64 1.54
H -0.62 1.77 0.23
H -1.22 -3.02 -0.30
H 0.59 0.15 -0.82
H 1.77 1.67 0.86
H 1.98 3.31 0.22
H 3.37 2.37 0.80
*
```

The frontier orbital gap is 7.23 eV. The relative energy (zero: lowest compared OMol25 entry of this formula, charge and spin) is 310.1 kJ/mol. The electronic energy comes out at -1796.8167 a.u. Its SMILES is CCOc1cc(/C=C2/C(=O)N(c3ccccc3)N=C2C)cc(Cl)c1OCC(=O)OC.



No. 3
Density functional theory data (ωB97M-V/def2-TZVPD) for a single C22H21F3N4O2 molecule.

ORCA input file:
```
! RIJCOSX wB97M-V def2-TZVPD def2/J DEFGRID3
* xyz 0 1
O -0.21 1.88 2.58
C -0.09 1.61 1.41
C -1.14 1.55 0.45
C -0.94 1.20 -0.85
N -1.92 1.08 -1.77
C -3.30 0.90 -1.37
H -3.84 1.86 -1.37
C -3.99 -0.09 -2.35
N -3.10 -1.06 -2.92
C -2.01 -0.46 -3.67
H -1.12 -1.07 -3.57
C -1.73 0.98 -3.20
H -2.44 1.67 -3.67
H -0.73 1.30 -3.49
H -2.29 -0.43 -4.73
C -2.77 -2.23 -2.12
C -1.84 -2.04 -0.94
C -0.46 -2.15 -1.10
C 0.39 -1.97 -0.03
C -0.12 -1.68 1.23
C -1.49 -1.58 1.40
C -2.34 -1.77 0.32
H -3.41 -1.72 0.47
H -1.89 -1.37 2.38
H 0.54 -1.55 2.07
H 1.46 -2.08 -0.17
H -0.05 -2.40 -2.07
H -2.34 -2.97 -2.80
H -3.72 -2.64 -1.76
H -4.80 -0.61 -1.83
H -4.43 0.47 -3.18
H -3.31 0.49 -0.36
N 0.36 0.97 -1.25
C 1.46 0.99 -0.42
O 2.56 0.74 -0.87
N 1.21 1.33 0.89
C 2.30 1.34 1.79
C 2.53 2.45 2.59
C 3.58 2.45 3.49
C 4.42 1.35 3.59
C 4.18 0.24 2.79
C 3.13 0.23 1.89
H 2.96 -0.64 1.26
C 5.10 -0.94 2.89
F 6.27 -0.74 2.24
F 4.58 -2.06 2.38
F 5.44 -1.22 4.16
H 5.24 1.34 4.29
H 3.75 3.31 4.12
H 1.88 3.30 2.51
H 0.56 0.64 -2.18
H -2.12 1.80 0.83
*
```

The frontier orbital gap is 8.71 eV. The relative energy (zero: lowest compared OMol25 entry of this formula, charge and spin) is 4.3 kJ/mol. The electronic energy comes out at -1520.1173 a.u. Its SMILES is O=c1cc(N2CCN(Cc3ccccc3)CC2)[nH]c(=O)n1-c1cccc(C(F)(F)F)c1.



No. 4
Density functional theory data (ωB97M-V/def2-TZVPD) for C22H21IN4O6S2 as an isolated structure.

ORCA input file:
```
! RIJCOSX wB97M-V def2-TZVPD def2/J DEFGRID3
* xyz 0 1
C 5.16 -1.01 -1.20
C 4.29 -0.14 -2.15
I 3.03 1.13 -0.93
C 3.49 -1.00 -3.17
C 2.05 -1.24 -2.83
C 1.06 -0.49 -3.36
C -0.30 -0.67 -2.99
C -0.66 -1.61 -2.09
S -2.36 -1.82 -1.59
C -3.06 -0.19 -1.72
O -3.00 -2.69 -2.54
O -2.38 -2.22 -0.21
C 0.34 -2.47 -1.54
N 0.19 -3.47 -0.69
S 1.62 -4.09 -0.41
N 2.54 -3.13 -1.33
C 1.71 -2.28 -1.91
H 4.89 -2.05 -1.35
H 4.95 -0.78 -0.16
H 6.21 -0.83 -1.41
H 4.92 0.52 -2.73
H 4.00 -1.95 -3.30
H 3.50 -0.50 -4.14
H 1.36 0.28 -4.05
H -1.03 -0.02 -3.45
H -2.46 0.46 -1.09
H -4.08 -0.24 -1.39
H -2.97 0.12 -2.76
C 1.72 8.03 0.39
C 1.82 7.05 1.38
C 1.60 5.72 1.06
C 1.27 5.39 -0.24
C 1.15 6.35 -1.23
C 1.38 7.68 -0.91
N 1.04 3.98 -0.58
O 1.13 3.16 0.32
O 0.78 3.71 -1.73
H 1.90 9.07 0.64
H 2.09 7.33 2.39
H 1.68 4.96 1.82
H 0.89 6.07 -2.24
H 1.29 8.44 -1.67
C -3.18 -4.28 2.30
C -2.31 -4.47 3.37
C -2.73 -4.18 4.66
C -4.01 -3.71 4.86
C -4.89 -3.52 3.81
C -4.47 -3.80 2.53
N -4.46 -3.42 6.24
O -3.66 -3.58 7.14
O -5.60 -3.04 6.39
H -2.86 -4.51 1.30
H -1.31 -4.83 3.19
H -2.05 -4.32 5.49
H -5.89 -3.15 3.99
H -5.14 -3.66 1.69
*
```

The frontier orbital gap is 8.07 eV. The electronic energy comes out at -2615.2625 a.u.



No. 5
Density functional theory data (ωB97M-V/def2-TZVPD) for C22H21N2O9P3PtS2Se2 as an isolated structure.

ORCA input file:
```
! RIJCOSX wB97M-V def2-TZVPD def2/J DEFGRID3
* xyz 0 1
Pt 0.74 0.10 -0.47
Se -1.03 -0.26 1.11
P -2.07 -1.26 -0.59
Se -0.90 -0.40 -2.23
C -1.99 -3.05 -0.49
C -2.75 -3.69 0.50
C -2.66 -5.06 0.64
C -1.82 -5.79 -0.20
C -1.07 -5.15 -1.18
C -1.15 -3.77 -1.33
C -3.82 -0.85 -0.64
C -4.61 -1.46 -1.62
C -5.95 -1.16 -1.72
C -6.52 -0.25 -0.83
C -5.75 0.35 0.15
C -4.39 0.06 0.24
H -3.40 -3.12 1.15
H -3.24 -5.56 1.40
H -1.75 -6.86 -0.08
H -0.39 -5.71 -1.80
H -0.52 -3.27 -2.05
H -4.16 -2.18 -2.30
H -6.56 -1.63 -2.48
H -7.58 -0.02 -0.90
H -6.19 1.06 0.84
H -3.78 0.55 0.98
O 4.54 -0.23 -2.80
P 3.12 -0.44 -2.12
O 2.81 0.73 -1.18
O 2.08 -0.78 -3.10
O 3.39 -1.69 -1.10
P 2.27 -2.71 -0.58
O 2.73 -2.93 0.93
O 2.17 -3.97 -1.32
O 0.96 -1.88 -0.48
H 5.18 0.16 -2.20
H 3.19 -3.77 1.01
O 2.83 4.22 2.42
C 3.45 3.12 2.88
C 4.41 3.31 3.88
C 5.10 2.24 4.40
C 4.85 0.94 3.95
C 3.89 0.75 2.97
C 3.18 1.82 2.43
C 2.18 1.54 1.39
O 1.90 0.29 1.17
N 1.61 2.52 0.75
N 0.72 2.11 -0.24
C 0.17 3.09 -0.88
S -0.98 2.92 -2.18
C -0.77 4.63 -2.74
C -0.63 5.50 -1.51
S 0.61 4.72 -0.45
H 2.23 3.94 1.70
H 4.60 4.32 4.22
H 5.85 2.40 5.17
H 5.39 0.10 4.35
H 3.68 -0.25 2.60
H -1.66 4.88 -3.33
H 0.11 4.68 -3.37
H -1.57 5.58 -0.97
H -0.27 6.50 -1.76
*
```

The frontier orbital gap is 6.92 eV. The relative energy (zero: lowest compared OMol25 entry of this formula, charge and spin) is 0.0 kJ/mol. The electronic energy comes out at -8380.5808 a.u.



No. 6
Density functional theory data (ωB97M-V/def2-TZVPD) for a single C22H21NO2 molecule.

ORCA input file:
```
! RIJCOSX wB97M-V def2-TZVPD def2/J DEFGRID3
* xyz 0 1
C -1.83 -0.29 0.78
C -2.27 1.17 1.02
C -2.94 1.60 2.17
C -3.31 2.95 2.32
C -3.03 3.86 1.28
C -2.43 3.42 0.11
C -1.95 2.09 0.02
C -2.42 -1.01 -0.40
C -2.18 -2.39 -0.31
C -2.49 -3.23 -1.39
C -3.07 -2.70 -2.55
C -3.25 -1.32 -2.64
C -3.13 -0.50 -1.51
H -2.02 -0.88 1.70
H -3.15 0.90 2.99
H -3.83 3.29 3.21
H -3.30 4.92 1.41
H -2.34 4.08 -0.74
H -1.31 1.77 -0.80
H -1.70 -2.80 0.56
H -2.25 -4.31 -1.28
H -3.38 -3.36 -3.37
H -3.53 -0.90 -3.62
H -3.57 0.51 -1.53
C 0.06 3.11 3.80
C 0.37 1.63 3.79
O 0.29 1.22 2.43
C 0.24 -0.11 2.23
C -0.07 -0.49 0.79
C 0.70 -1.70 0.33
C 1.44 -2.57 1.19
C 2.18 -3.63 0.62
N 2.13 -3.90 -0.66
C 1.38 -3.19 -1.46
C 0.67 -2.07 -1.04
O 0.37 -0.88 3.17
H 0.16 3.53 4.80
H 0.70 3.65 3.13
H -0.98 3.25 3.51
H 1.37 1.41 4.16
H -0.36 1.06 4.40
H 0.16 0.38 0.08
H 1.44 -2.41 2.26
H 2.82 -4.22 1.27
H 1.36 -3.46 -2.51
H 0.05 -1.53 -1.76
*
```

The frontier orbital gap is 9.46 eV. The relative energy (zero: lowest compared OMol25 entry of this formula, charge and spin) is 202.0 kJ/mol. The electronic energy comes out at -1056.1376 a.u. Its SMILES is CCOC(=O)[C@@H](c1ccncc1)C(c1ccccc1)c1ccccc1.



No. 7
Density functional theory data (ωB97M-V/def2-TZVPD) for C22H22BBrF2N2O5Pt as an isolated structure.

ORCA input file:
```
! RIJCOSX wB97M-V def2-TZVPD def2/J DEFGRID3
* xyz -2 1
Pt 0.11 0.39 -0.04
C -3.26 1.16 3.06
C -2.07 0.61 2.26
O -1.65 1.36 1.35
C -1.62 -0.67 2.66
C -0.68 -1.55 2.12
C -0.60 -2.94 2.70
N 0.14 -1.31 1.07
N 0.90 -2.30 0.69
C 1.71 -2.11 -0.40
O 1.75 -1.04 -1.09
C 2.54 -3.22 -0.77
C 2.59 -4.43 -0.03
C 3.44 -5.44 -0.41
C 4.27 -5.32 -1.53
C 4.22 -4.14 -2.28
C 3.38 -3.12 -1.91
H -3.52 2.15 2.67
H -3.01 1.26 4.12
H -4.13 0.51 2.97
H -2.18 -1.07 3.50
H -1.25 -3.05 3.57
H 0.42 -3.20 2.97
H -0.92 -3.65 1.94
H 1.96 -4.54 0.83
H 3.49 -6.35 0.18
H 4.94 -6.13 -1.81
H 4.86 -4.04 -3.15
H 3.35 -2.21 -2.49
F 2.86 0.87 1.09
B 1.53 1.10 1.21
F 1.37 1.74 2.39
C 2.29 2.40 -1.67
O 0.95 2.74 -1.93
C -0.03 1.94 -1.36
C -1.37 2.31 -1.92
H 2.66 2.97 -0.81
H 2.86 2.67 -2.56
H 2.39 1.33 -1.47
H -1.26 3.07 -2.69
H -2.03 2.67 -1.13
H -1.85 1.42 -2.35
Br -6.59 -4.00 -3.24
C -5.00 -2.93 -3.36
C -4.63 -2.46 -4.63
C -3.47 -1.69 -4.72
C -2.73 -1.40 -3.60
C -3.12 -1.88 -2.34
C -4.28 -2.66 -2.23
C -2.33 -1.53 -1.10
O -2.60 -2.10 -0.04
O -1.46 -0.63 -1.31
H -5.22 -2.70 -5.50
H -3.17 -1.32 -5.69
H -1.83 -0.81 -3.65
H -4.57 -3.03 -1.26
*
```

The frontier orbital gap (spin up / spin down) is 3.48 / 3.47 eV. The electronic energy comes out at -4255.2567 a.u.



No. 8
Density functional theory data (ωB97M-V/def2-TZVPD) for a 2-piece molecular cluster, C22H22Br2N2O7 overall.

ORCA input file:
```
! RIJCOSX wB97M-V def2-TZVPD def2/J DEFGRID3
* xyz 0 1
O 2.10 -1.79 7.49
O 0.95 5.23 -6.77
O -1.60 2.09 -3.22
Br -0.35 0.30 -0.57
Br 4.20 -3.19 0.00
O -2.43 -3.29 9.34
O 2.14 -1.31 -1.39
O -0.34 -2.28 4.30
O 1.34 1.00 -5.99
C 1.36 -1.95 6.52
C 0.41 4.14 -6.78
C -1.77 2.45 -4.38
C 0.97 -1.90 4.11
C 1.86 -1.70 5.16
C -2.69 -3.19 6.95
C -2.15 -2.93 5.69
C 0.52 -0.94 1.87
C 2.43 -2.39 2.12
C -0.58 -2.63 7.97
C 0.79 -0.79 0.51
C 2.71 -2.26 0.75
C -1.91 -3.04 8.10
C 1.89 -1.45 -0.05
C -0.81 -2.52 5.56
C 1.34 -1.73 2.69
C -0.02 -2.37 6.71
N -2.93 3.04 -4.71
N 0.02 3.58 -5.64
C 0.17 3.44 -8.10
C 3.28 -1.19 4.99
C -3.30 3.60 -6.01
C 0.35 1.21 -5.00
C -0.66 2.29 -5.43
H -3.35 -3.58 9.28
H 1.50 -0.67 -1.76
H 1.03 0.35 -6.62
H -3.73 -3.50 7.03
H -2.75 -3.04 4.79
H -0.35 -0.43 2.30
H 3.06 -3.03 2.73
H 0.02 -2.52 8.87
H -3.58 3.13 -3.95
H 0.26 4.11 -4.81
H -0.90 3.28 -8.25
H 0.55 4.07 -8.91
H 0.70 2.49 -8.12
H 3.48 -0.39 5.70
H 3.46 -0.79 3.99
H 3.99 -2.00 5.17
H -3.29 2.82 -6.77
H -4.31 4.01 -5.95
H -2.61 4.40 -6.28
H -0.17 0.28 -4.80
H 0.84 1.54 -4.08
H -1.13 1.95 -6.35
*
```

The frontier orbital gap is 8.47 eV. The electronic energy comes out at -6635.7923 a.u. Its SMILES is Cc1c(-c2cc(Br)c(O)c(Br)c2)oc2ccc(O)cc2c1=O.CNC(=O)[C@H](CO)NC(C)=O.